(P)
C3H15NO3S | ωB97M-V/def2-TZVPD

```
23
Properties=species:S:1:pos:R:3:nbo_charge:R:1
C 0.483 1.758 2.184 -0.430
N 1.738 1.615 1.399 -0.664
C 1.560 1.541 -0.069 -0.221
C 1.713 0.079 -0.543 -0.521
S 1.724 0.072 -2.372 -0.092
H -0.067 0.834 1.971 0.190
H 0.078 2.728 2.010 0.188
H 0.615 1.498 3.235 0.206
H 2.436 2.237 1.767 0.368
H 0.594 1.921 -0.362 0.179
H 2.298 2.197 -0.573 0.198
H 2.660 -0.123 -0.084 0.237
H 0.844 -0.393 -0.132 0.217
H 2.935 0.142 -2.900 0.143
O -0.806 -3.364 -1.495 -0.954
H -0.812 -2.478 -1.806 0.483
H 0.009 -3.613 -1.088 0.473
O -3.097 -0.783 -2.106 -0.941
H -3.797 -1.166 -1.595 0.473
H -2.562 -0.295 -1.438 0.468
O -3.219 -1.342 1.253 -0.944
H -2.639 -1.113 2.001 0.470
H -2.691 -1.952 0.744 0.474
```

The net charge is 0. Its HOMO-LUMO gap is 9.29 eV.

***

(Q)
C3H15NO3S | ωB97M-V/def2-TZVPD

```
23
Properties=species:S:1:pos:R:3:nbo_charge:R:1
C -1.456 1.139 -0.343 -0.632
C -0.011 1.588 0.137 -0.084
N 0.510 2.379 -0.997 -0.881
C 0.914 0.547 0.634 -0.505
S 2.430 1.484 1.257 -0.098
H -1.315 1.221 -1.426 0.206
H -1.739 0.149 -0.097 0.199
H -2.114 2.029 -0.274 0.224
H -0.238 2.217 1.065 0.212
H 0.242 3.364 -1.102 0.387
H 0.574 1.886 -1.848 0.368
H 1.201 -0.293 -0.033 0.203
H 0.654 0.006 1.584 0.254
H 2.283 2.334 0.293 0.142
O -1.478 -2.692 -3.047 -0.934
H -2.211 -2.307 -2.530 0.461
H -1.502 -3.425 -2.465 0.468
O -1.556 -2.841 -0.745 -0.976
H -2.226 -3.046 -0.040 0.486
H -0.940 -2.137 -0.549 0.501
O -0.789 -1.659 2.249 -0.922
H -0.087 -2.209 2.550 0.469
H -1.131 -2.295 1.512 0.452
```

The net charge is 0. Its HOMO-LUMO gap is 8.66 eV.

***

The calculated energies rank the structures as follows, beginning with the most stable: (P), (Q).